# 1
Below is a molecular structure, C3H11O4, with properties calculated with ωB97M-V/def2-TZVPD.

ORCA input file:
```
! RIJCOSX wB97M-V def2-TZVPD def2/J DEFGRID3
* xyz 0 2
C -0.63 -0.40 0.90
C -1.49 -1.54 0.44
O -1.02 -1.96 -0.77
C 0.68 -0.65 1.15
O 0.89 2.86 1.22
H 0.45 -0.09 0.10
H -1.10 0.56 1.09
H -2.53 -1.15 0.38
H -1.42 -2.32 1.21
H 0.01 -1.16 -1.52
H 0.99 -1.68 1.06
H 1.23 0.06 1.74
H 1.33 3.29 1.98
H 0.61 2.40 -0.63
O 0.47 2.12 -1.54
H 0.38 -0.92 -3.00
H 0.51 1.15 -1.68
O 0.62 -0.57 -2.13
*
```

Values from the calculation:
E_HOMO (alpha / beta) ... -8.3 / -8.3 eV
E_LUMO (alpha / beta) ... -0.875 / -3.400 eV

These are the Mulliken partial charges, in e, on atoms 1 to 6:
1 C -0.032
2 C -0.424
3 O -0.786
4 C -0.294
5 O -0.392
6 H 0.018

---

# 2
Below is a molecular structure, C36H32F5N3PdSSe, with properties calculated with ωB97M-V/def2-TZVPD.

ORCA input file:
```
! RIJCOSX wB97M-V def2-TZVPD def2/J DEFGRID3
* xyz 0 1
Pd -1.33 -0.19 1.20
C -1.02 3.86 0.38
C -2.24 4.12 -0.25
C -3.19 3.12 -0.34
C -2.95 1.85 0.19
C -1.71 1.60 0.79
C -0.75 2.60 0.89
C -3.94 0.77 0.21
C -5.24 0.88 -0.35
C -6.11 -0.16 -0.22
C -5.72 -1.32 0.50
C -6.58 -2.42 0.71
C -6.17 -3.50 1.44
C -4.88 -3.51 2.00
C -4.02 -2.47 1.81
C -4.42 -1.36 1.04
N -3.55 -0.32 0.86
H -0.28 4.65 0.48
H -2.44 5.10 -0.66
H -4.13 3.33 -0.83
H 0.20 2.39 1.37
H -5.54 1.77 -0.87
H -7.10 -0.11 -0.64
H -7.58 -2.39 0.28
H -6.84 -4.34 1.59
H -4.56 -4.36 2.59
H -3.03 -2.46 2.26
F -0.46 -4.90 5.93
C -0.29 -3.76 5.25
C 0.20 -2.62 5.89
F 0.49 -2.68 7.19
C 0.38 -1.45 5.18
F 0.87 -0.40 5.86
C 0.09 -1.34 3.82
S 0.38 0.13 2.91
C -0.41 -2.49 3.23
F -0.75 -2.46 1.91
C -0.60 -3.69 3.90
F -1.08 -4.76 3.27
C 5.05 -2.66 -1.07
C 3.73 -2.39 -1.80
C 2.50 -2.60 -0.92
C 2.30 -1.53 0.15
N 2.13 -0.20 -0.43
C 1.03 0.24 -1.05
Se -0.58 -0.65 -1.25
N 1.25 1.51 -1.47
C 0.35 2.29 -2.31
C 0.35 1.81 -3.76
C 1.71 1.82 -4.45
C 2.25 3.22 -4.73
C 2.52 1.91 -1.05
C 3.19 3.12 -1.15
C 4.45 3.19 -0.58
C 5.02 2.09 0.07
C 4.34 0.89 0.19
C 3.08 0.82 -0.38
H 5.90 -2.57 -1.75
H 5.06 -3.67 -0.65
H 5.21 -1.96 -0.25
H 3.66 -3.06 -2.66
H 3.73 -1.37 -2.19
H 2.56 -3.56 -0.41
H 1.60 -2.63 -1.54
H 3.16 -1.48 0.82
H 1.43 -1.73 0.76
H 0.65 3.33 -2.23
H -0.65 2.19 -1.89
H -0.35 2.45 -4.31
H -0.07 0.80 -3.77
H 1.61 1.29 -5.40
H 2.43 1.26 -3.85
H 1.51 3.81 -5.28
H 3.16 3.18 -5.33
H 2.49 3.76 -3.82
H 2.75 3.98 -1.63
H 5.00 4.12 -0.63
H 6.00 2.19 0.51
H 4.77 0.06 0.71
*
```

Values from the calculation:
E_HOMO ... -7.0 eV
E_LUMO ... -0.282 eV

These are the Mulliken partial charges, in e, on atoms 1 to 6:
1 Pd -0.117
2 C -0.887
3 C -1.150
4 C -0.170
5 C 0.333
6 C 0.879

---

# 3
Below is C4H7N3 in the gas phase, with properties calculated with ωB97M-V/def2-TZVPD.

ORCA input file:
```
! RIJCOSX wB97M-V def2-TZVPD def2/J DEFGRID3
* xyz 0 1
C 1.19 1.23 -0.94
N -1.00 -0.65 1.23
C -0.33 -0.73 -0.09
C 0.23 0.48 -0.10
N -0.48 -1.85 -0.87
C -0.40 0.81 1.29
N -0.13 -0.06 2.30
H -2.02 -0.61 1.30
H 0.13 -1.88 -1.67
H -0.47 -2.72 -0.34
H -1.04 1.69 1.38
H 0.75 2.17 -1.29
H 2.09 1.47 -0.37
H 1.49 0.65 -1.82
*
```

Values from the calculation:
E_HOMO ... -7.5 eV
E_LUMO ... 0.796 eV

These are the Mulliken partial charges, in e, on atoms 1 to 6:
1 C -1.174
2 N -0.044
3 C 0.009
4 C 0.340
5 N -0.487
6 C 0.147

---

# 4
Below is C18H18O7P2S2 in the gas phase, with properties calculated with ωB97M-V/def2-TZVPD.

ORCA input file:
```
! RIJCOSX wB97M-V def2-TZVPD def2/J DEFGRID3
* xyz 0 1
C -0.30 3.31 3.73
C -0.38 4.09 2.42
S 1.25 4.32 1.66
C 1.14 3.69 -0.06
C -0.17 3.05 -0.46
C -1.05 3.84 -1.20
C -2.29 3.34 -1.59
C -2.67 2.05 -1.26
C -1.79 1.25 -0.54
C -0.53 1.74 -0.14
C 0.35 0.79 0.59
O 1.11 1.11 1.46
C 0.22 -0.64 0.17
C 1.32 -1.48 0.20
C 1.20 -2.80 -0.18
C 2.35 -3.78 -0.14
P 3.87 -3.28 -1.01
O 4.07 -4.10 -2.21
O 5.08 -3.50 0.03
O 3.82 -1.72 -1.29
C -0.04 -3.25 -0.62
C -1.17 -2.44 -0.66
P -2.70 -3.25 -1.28
O -3.80 -2.23 -1.74
O -3.33 -4.05 -0.05
S -2.21 -4.46 -2.73
C -1.03 -1.11 -0.23
C -2.15 -0.14 -0.16
O -3.25 -0.42 0.21
H -1.28 3.32 4.19
H 0.43 3.75 4.40
H -0.05 2.27 3.55
H -1.09 3.60 1.77
H -0.77 5.08 2.63
H 1.96 3.00 -0.21
H 1.29 4.55 -0.70
H -0.78 4.85 -1.44
H -2.94 3.99 -2.14
H -3.64 1.68 -1.55
H 2.27 -1.07 0.53
H 2.05 -4.71 -0.60
H 2.58 -3.99 0.90
H 4.92 -4.32 0.51
H 4.42 -1.57 -2.04
H -0.14 -4.28 -0.95
H -3.45 -1.36 -1.97
H -2.67 -4.70 0.21
*
```

Values from the calculation:
SMILES ... CCSCc1cccc2c1C(=O)c1cc(CP(=O)(O)O)cc(P(O)(O)=S)c1C2=O
E_HOMO ... -8.5 eV
E_LUMO ... -1.207 eV

These are the Mulliken partial charges, in e, on atoms 1 to 6:
1 C -1.192
2 C -0.165
3 S -0.209
4 C -0.841
5 C 0.388
6 C -0.748

---

# 5
Below is C3H6O3 in the gas phase, with properties calculated with ωB97M-V/def2-TZVPD.

ORCA input file:
```
! RIJCOSX wB97M-V def2-TZVPD def2/J DEFGRID3
* xyz 0 1
C -1.21 0.54 0.86
C -0.39 -0.07 -0.25
O -1.06 -1.18 -0.79
C 1.01 -0.15 -0.14
O 1.73 -1.25 -0.38
O 1.60 1.03 -0.20
H -0.68 1.34 1.37
H -2.13 0.95 0.45
H -1.48 -0.23 1.59
H -0.60 -1.43 -1.61
H 2.66 -0.98 -0.45
H 0.56 1.43 -0.44
*
```

Values from the calculation:
SMILES ... CC(O)=C(O)O
E_HOMO ... -7.6 eV
E_LUMO ... 0.389 eV

These are the Mulliken partial charges, in e, on atoms 1 to 6:
1 C -0.990
2 C -0.036
3 O -0.500
4 C 0.481
5 O -0.442
6 O -0.518

---

# 6
Below is a molecular structure, C6H10O, with properties calculated with ωB97M-V/def2-TZVPD.

ORCA input file:
```
! RIJCOSX wB97M-V def2-TZVPD def2/J DEFGRID3
* xyz 0 1
C 2.29 -0.04 -0.17
C 1.08 0.80 0.25
C -0.06 -0.05 0.79
O -1.17 0.75 1.23
C -2.05 0.17 0.27
C -1.99 0.61 -1.08
C -0.90 -0.81 -0.24
H 2.02 -0.77 -0.95
H 2.70 -0.60 0.68
H 3.08 0.59 -0.57
H 0.69 1.38 -0.59
H 1.36 1.51 1.03
H 0.29 -0.70 1.60
H -2.92 -0.30 0.74
H -2.71 -0.03 -1.62
H -0.58 -0.64 -1.29
H -1.15 -1.86 -0.08
*
```

Values from the calculation:
E_HOMO ... -8.8 eV
E_LUMO ... 0.873 eV

These are the Mulliken partial charges, in e, on atoms 1 to 6:
1 C -1.118
2 C -0.619
3 C 0.200
4 O -0.468
5 C 0.207
6 C -0.877

---

# 7
Below is a gas-phase ion, C5H6N (charge +1), with properties calculated with ωB97M-V/def2-TZVPD.

ORCA input file:
```
! RIJCOSX wB97M-V def2-TZVPD def2/J DEFGRID3
* xyz 1 1
C -1.16 -0.85 -0.07
C -1.64 0.48 -0.02
C 0.95 0.54 -0.08
C 1.14 -0.93 0.13
C -0.33 1.07 0.21
N -0.23 -1.54 -0.09
H -2.40 0.91 -0.75
H -2.24 0.64 0.93
H 1.74 1.10 0.30
H 1.08 0.87 -1.18
H 1.82 -1.33 -0.55
H 1.27 -0.96 1.18
*
```

Values from the calculation:
E_HOMO (alpha / beta) ... -14.0 / -14.0 eV
E_LUMO (alpha / beta) ... -6.202 / -6.200 eV

These are the Mulliken partial charges, in e, on atoms 1 to 6:
1 C 0.352
2 C -0.096
3 C -0.323
4 C -0.488
5 C -0.376
6 N -0.223

---

# 8
Below is 4 unconnected molecules or ions with the total composition C2H10O4, with properties calculated with ωB97M-V/def2-TZVPD.

ORCA input file:
```
! RIJCOSX wB97M-V def2-TZVPD def2/J DEFGRID3
* xyz 0 1
C -0.64 -0.14 -2.63
C -0.34 0.49 -1.48
O -1.24 0.53 -0.46
H 0.17 -0.30 -3.31
H -1.65 -0.40 -2.92
H 0.46 1.21 -1.45
H -0.92 1.14 0.23
O -0.11 2.02 1.65
H 0.80 1.69 1.74
H -0.33 2.45 2.49
O -0.06 -2.15 0.31
H -0.29 -2.96 0.77
H -0.89 -1.86 -0.15
O 1.53 -0.25 1.94
H 2.44 -0.60 1.92
H 1.06 -0.85 1.35
*
```

Values from the calculation:
SMILES ... C=CO.O.O.O
E_HOMO ... -8.5 eV
E_LUMO ... 0.672 eV

These are the Mulliken partial charges, in e, on atoms 1 to 6:
1 C -0.765
2 C 0.039
3 O -0.458
4 H 0.226
5 H 0.290
6 H 0.315

---

# 9
Below is a molecular structure, C44H42AsNO4PdSi, with properties calculated with ωB97M-V/def2-TZVPD.

ORCA input file:
```
! RIJCOSX wB97M-V def2-TZVPD def2/J DEFGRID3
* xyz 0 1
Pd -0.34 0.54 0.48
O -0.25 -3.55 -1.51
C -0.25 -2.52 -0.95
O -0.81 -1.67 -0.35
C 2.44 -1.04 -0.84
O 3.34 -1.54 -1.39
O 1.94 -0.17 -0.20
C -7.79 3.02 1.43
C -6.30 2.93 1.19
C -5.40 3.71 1.91
C -4.04 3.66 1.66
C -3.10 4.48 2.53
C -3.55 2.82 0.64
As -1.62 2.95 0.43
N -1.16 1.84 -0.99
C -1.18 1.93 -2.35
C -0.39 1.02 -3.10
C -0.43 1.02 -4.48
C -1.25 1.92 -5.17
C -2.01 2.85 -4.45
C -1.98 2.86 -3.07
C -1.22 4.66 -0.47
C 0.15 4.87 -0.67
C 1.27 3.94 -0.24
C 0.57 6.02 -1.36
C -0.32 6.96 -1.84
C 0.14 8.18 -2.59
C -1.68 6.73 -1.62
C -2.16 5.61 -0.95
C -3.66 5.50 -0.83
C -4.42 1.92 0.00
C -3.99 0.81 -0.94
C -5.78 2.02 0.27
H -8.02 3.76 2.20
H -8.19 2.05 1.76
H -8.31 3.30 0.52
H -5.78 4.38 2.68
H -3.65 5.13 3.20
H -2.41 5.10 1.94
H -2.47 3.82 3.14
H 0.24 0.33 -2.56
H 0.18 0.31 -5.03
H -1.30 1.90 -6.25
H -2.63 3.56 -4.98
H -2.57 3.58 -2.52
H 0.95 3.08 0.32
H 1.98 4.49 0.39
H 1.82 3.58 -1.11
H 1.64 6.17 -1.51
H 1.23 8.23 -2.64
H -0.23 9.10 -2.12
H -0.24 8.17 -3.62
H -2.41 7.45 -1.99
H -4.13 6.19 -1.52
H -4.01 5.76 0.18
H -4.03 4.50 -1.05
H -3.05 0.36 -0.64
H -3.88 1.15 -1.97
H -4.74 0.02 -0.93
H -6.46 1.35 -0.25
C 1.23 4.05 4.44
C 2.00 3.44 3.45
C 1.62 2.21 2.94
C 0.49 1.54 3.43
C -0.26 2.15 4.45
C 0.10 3.40 4.94
Si 0.00 -0.08 2.70
C -1.64 -0.58 3.39
C -2.82 -0.04 2.86
C -4.07 -0.38 3.37
C -4.16 -1.28 4.43
C -2.99 -1.83 4.97
C -1.75 -1.49 4.45
C 1.26 -1.35 3.15
C 1.32 -2.57 2.46
C 2.25 -3.54 2.81
C 3.13 -3.31 3.86
C 3.09 -2.11 4.56
C 2.16 -1.13 4.20
H 1.51 5.02 4.83
H 2.89 3.94 3.08
H 2.22 1.74 2.16
H -1.13 1.63 4.86
H -0.49 3.86 5.73
H -2.77 0.66 2.04
H -4.97 0.05 2.94
H -5.13 -1.56 4.83
H -3.06 -2.53 5.80
H -0.85 -1.93 4.87
H 0.63 -2.76 1.64
H 2.28 -4.48 2.27
H 3.86 -4.07 4.14
H 3.77 -1.93 5.38
H 2.14 -0.19 4.75
*
```

Values from the calculation:
E_HOMO (alpha / beta) ... -6.5 / -6.5 eV
E_LUMO (alpha / beta) ... -1.519 / -1.519 eV

These are the Mulliken partial charges, in e, on atoms 1 to 6:
1 Pd -0.345
2 O -0.365
3 C 0.543
4 O -0.369
5 C 0.553
6 O -0.383

---

no.,E_tot (hartree),molecular weight (g mol⁻¹),maximum force (eV Å⁻¹)
1,-421.60380,111.1,2.57
2,-4982.16974,819.1,1.34
3,-320.70280,97.1,1.04
4,-2702.66733,472.4,2.15
5,-343.53457,90.1,3.41
6,-309.68791,98.1,0.46
7,-248.38832,80.1,3.13
8,-383.13048,98.1,2.19
9,-4710.72238,858.3,4.89